{
  "formula": "C12H34F2HfN2O6",
  "method": "wB97M-V/def2-TZVPD",
  "symbols": ["Hf", "F", "F", "C", "C", "C", "O", "C", "N", "H", "H", "H", "H", "H", "H", "H", "H", "H", "H", "H", "C", "C", "C", "O", "C", "N", "H", "H", "H", "H", "H", "H", "H", "H", "H", "H", "H", "C", "C", "O", "O", "H", "H", "H", "H", "H", "H", "C", "C", "O", "O", "H", "H", "H", "H", "H", "H"],
  "xyz": [[0.789, 0.412, -0.555], [1.957, 2.309, -0.830], [1.096, -1.322, 0.774], [-3.613, -0.159, -0.936], [-2.562, -0.602, 0.110], [-3.032, -1.827, 0.922], [-1.895, -2.445, 1.457], [-2.132, -3.725, 2.005], [-1.277, -0.938, -0.604], [-3.639, -0.782, -1.830], [-3.420, 0.890, -1.157], [-4.588, -0.183, -0.445], [-2.552, 0.286, 0.735], [-3.554, -2.541, 0.271], [-3.716, -1.530, 1.725], [-1.246, -4.345, 2.079], [-2.897, -4.297, 1.461], [-2.642, -3.587, 2.967], [-1.549, -1.492, -1.415], [-1.047, -1.700, 0.072], [-0.133, 2.782, 3.406], [0.523, 2.050, 2.225], [1.815, 1.445, 2.620], [2.375, 0.781, 1.456], [3.790, 0.612, 1.666], [-0.383, 1.095, 1.537], [-1.197, 2.900, 3.197], [0.376, 3.736, 3.540], [-0.045, 2.288, 4.377], [0.791, 2.852, 1.527], [1.738, 0.580, 3.291], [2.439, 2.177, 3.136], [3.953, 0.060, 2.592], [4.294, 1.576, 1.737], [4.123, 0.042, 0.805], [-1.278, 1.589, 1.574], [-0.636, 0.386, 2.236], [3.412, -1.337, -2.047], [2.331, -2.374, -2.158], [1.031, -1.765, -2.058], [2.971, -0.076, -1.433], [3.930, -1.154, -2.988], [4.169, -1.654, -1.326], [2.357, -3.084, -1.324], [2.478, -3.039, -3.011], [0.414, -2.453, -2.333], [3.767, 0.471, -1.479], [-1.162, 2.348, -2.519], [-0.829, 1.170, -3.373], [0.477, 0.693, -2.956], [-0.815, 2.100, -1.167], [-2.233, 2.534, -2.649], [-0.648, 3.240, -2.889], [-0.885, 1.371, -4.439], [-1.578, 0.403, -3.143], [0.846, 0.351, -3.780], [-1.060, 2.882, -0.656]],
  "multiplicity": 1,
  "orbital_gap_ev": 10.0,
  "lumo_ev": -5.596,
  "charge": 2,
  "e_tot_ha": -1285.89703
}